46
Properties=species:S:1:pos:R:3 method="wB97M-V/def2-TZVPD" total_energy_ha=-1260.68188 total_charge=+2 spin_multiplicity=5 e_homo_ev="-14.74 / -15.62" max_force_ev_per_a=4.472
C 0.353 3.379 -3.457
C -0.931 2.994 -3.074
C -1.136 1.821 -2.307
C -0.029 1.081 -1.887
C 1.265 1.570 -2.119
C 1.467 2.709 -2.916
C -2.594 1.453 -2.097
C -2.966 -0.008 -1.859
N -1.990 -1.030 -2.377
Pd -0.399 -0.863 -1.060
C 2.481 0.906 -1.549
P 1.887 -0.643 -0.717
H -1.819 3.546 -3.441
H 2.491 3.037 -3.106
H 0.507 4.236 -4.118
H 2.894 1.465 -0.702
H 3.304 0.747 -2.256
H -2.946 1.979 -1.190
H -3.213 1.816 -2.942
H -2.998 -0.193 -0.775
C 3.231 -1.487 0.215
C 2.133 -1.690 -2.418
H -3.947 -0.225 -2.308
C -1.422 -0.912 -3.740
C -2.568 -2.370 -2.138
H 1.820 0.311 0.546
H -2.052 -1.458 -4.468
H -1.278 0.120 -4.064
H -0.438 -1.397 -3.665
H -2.819 -2.870 -3.081
H -1.816 -3.034 -1.607
H -3.388 -2.281 -1.423
H 3.201 -1.893 -2.603
H 1.603 -2.655 -2.356
H 1.731 -1.145 -3.290
H 4.194 -1.468 -0.310
H 3.317 -0.926 1.152
H 2.942 -2.522 0.437
H -0.749 -2.586 -1.475
C -0.634 1.420 2.878
C -1.588 1.506 1.703
O -2.555 2.304 1.795
O -1.329 0.742 0.707
H -0.955 2.035 3.721
H 0.365 1.742 2.574
H -0.544 0.385 3.215

46
Properties=species:S:1:pos:R:3 method="wB97M-V/def2-TZVPD" total_energy_ha=-1347.81274 total_charge=0 spin_multiplicity=1 e_homo_ev=-6.20 max_force_ev_per_a=6.226
C 0.623 2.990 -2.296
C -0.657 2.529 -1.970
C -0.877 1.609 -0.925
C 0.232 1.144 -0.164
C 1.538 1.565 -0.555
C 1.727 2.486 -1.601
C -2.288 1.090 -0.718
C -2.316 -0.417 -0.406
N -2.545 -1.245 -1.587
Sn 0.142 -0.228 1.365
C 2.736 0.898 0.098
P 2.176 -0.854 0.371
H -1.522 2.881 -2.547
H 2.743 2.792 -1.877
H 0.762 3.712 -3.108
H 2.955 1.315 1.100
H 3.650 0.974 -0.519
H -2.774 1.608 0.122
H -2.877 1.308 -1.625
H -1.384 -0.709 0.143
C 3.542 -1.696 1.282
C 2.237 -1.599 -1.315
H -3.163 -0.594 0.286
C -1.380 -1.365 -2.451
C -3.093 -2.545 -1.233
H 0.327 -1.167 2.898
H -1.643 -1.953 -3.348
H -1.049 -0.368 -2.786
H -0.512 -1.867 -1.953
H -3.338 -3.110 -2.150
H -2.394 -3.172 -0.623
H -4.021 -2.408 -0.650
H 3.254 -1.558 -1.743
H 1.898 -2.648 -1.266
H 1.541 -1.033 -1.956
H 4.499 -1.612 0.737
H 3.647 -1.232 2.277
H 3.295 -2.763 1.416
H -0.163 -1.654 2.426
C -0.357 1.065 4.313
C -1.313 1.526 3.229
O -2.194 2.452 3.532
O -1.298 1.034 1.993
H -0.515 1.630 5.252
H 0.700 1.194 3.997
H -0.552 -0.004 4.540

45
Properties=species:S:1:pos:R:3 method="wB97M-V/def2-TZVPD" total_energy_ha=-2837.66702 total_charge=0 spin_multiplicity=1 e_homo_ev=-6.46 max_force_ev_per_a=2.444
C 2.814 0.797 -4.046
C 2.807 -0.478 -3.482
C 2.124 -0.729 -2.267
C 1.486 0.317 -1.623
C 1.512 1.594 -2.167
C 2.145 1.833 -3.399
C 2.091 -2.143 -1.747
C 2.003 -2.355 -0.222
N 3.003 -1.746 0.600
Zn 0.321 0.031 0.016
C 0.867 2.746 -1.414
P 0.778 2.271 0.369
H 3.329 -1.305 -3.967
H 2.104 2.844 -3.806
H 3.335 0.989 -4.984
H -0.171 2.933 -1.747
H 1.454 3.677 -1.489
H 1.216 -2.670 -2.167
H 2.980 -2.691 -2.095
H 0.993 -2.080 0.175
C -0.175 3.573 1.177
C 2.498 2.557 0.883
H 2.053 -3.448 -0.051
C 4.037 -0.851 0.145
C 3.396 -2.529 1.753
H -1.064 -0.689 0.982
H 4.998 -1.151 0.593
H 4.172 -0.813 -0.940
H 3.851 0.173 0.497
H 4.492 -2.580 1.848
H 3.001 -2.096 2.682
H 3.002 -3.550 1.665
H 2.724 3.628 0.804
H 2.604 2.220 1.921
H 3.197 1.994 0.254
H 0.231 4.560 0.917
H -1.228 3.514 0.871
H -0.116 3.426 2.264
H -0.514 -0.374 1.518
C -2.875 -0.092 -0.915
C -1.435 -0.347 -1.263
O -1.059 -0.790 -2.325
H -2.954 0.876 -0.402
H -3.277 -0.869 -0.246
H -3.458 -0.066 -1.848

76
Properties=species:S:1:pos:R:3 method="wB97M-V/def2-TZVPD" total_energy_ha=-5107.57927 total_charge=+1 spin_multiplicity=2 e_homo_ev="-12.79 / -12.79" max_force_ev_per_a=4.525
C 0.963 -4.919 11.300
C 1.812 -5.019 12.583
O 1.134 -4.159 13.434
C -0.181 -4.078 12.991
O -1.072 -3.390 13.541
O -0.334 -4.730 11.792
F 2.982 -4.487 12.263
H 0.880 -5.841 10.724
H 1.217 -4.106 10.621
H 1.884 -6.030 12.983
C -5.975 2.670 11.856
C -5.209 1.330 11.899
O -5.894 0.531 10.921
S -7.497 0.713 11.044
O -7.922 0.210 12.371
O -8.141 0.282 9.854
O -7.173 2.348 11.134
H -5.493 3.388 11.193
H -6.152 3.078 12.852
H -5.346 0.905 12.893
H -4.128 1.287 11.773
C -8.573 -2.985 11.486
C -8.160 -3.208 9.981
O -8.995 -4.240 9.636
S -9.084 -5.475 10.765
O -7.843 -6.222 10.865
O -10.317 -6.176 10.631
O -9.126 -4.277 11.917
H -9.461 -2.353 11.499
H -7.853 -2.485 12.134
H -7.100 -3.427 9.848
H -8.450 -2.361 9.359
C 1.072 -0.508 6.833
C -0.223 -1.002 7.409
O 0.177 -2.055 8.269
S 1.670 -1.763 8.942
O 2.566 -2.913 8.777
O 1.519 -1.200 10.258
O 2.027 -0.513 7.908
H 1.032 0.427 6.275
H 1.351 -1.216 6.052
H -0.879 -1.348 6.611
H -0.630 -0.315 8.151
C -3.239 -6.956 12.565
C -4.495 -6.309 12.022
O -4.737 -5.166 12.810
S -4.277 -5.464 14.378
O -5.193 -6.457 14.993
O -3.868 -4.305 15.219
O -2.909 -6.216 13.764
H -2.385 -6.784 11.910
H -3.369 -8.022 12.752
H -5.342 -6.982 12.157
H -4.459 -6.009 10.975
C -1.815 3.319 12.880
C -1.216 3.753 14.207
O -0.630 2.568 14.829
S -1.102 1.176 14.047
O -2.410 0.781 14.459
O 0.026 0.265 13.982
O -1.226 2.017 12.588
H -1.727 3.934 11.985
H -2.902 3.240 12.869
H -1.952 4.238 14.848
H -0.327 4.368 14.068
C -2.184 -1.542 10.652
C -3.021 -1.869 11.825
O -4.371 -2.011 11.268
S -4.399 -2.393 9.678
O -5.392 -1.724 8.855
O -4.272 -3.844 9.492
O -2.956 -1.618 9.489
H -1.445 -2.337 10.550
H -1.602 -0.620 10.659
H -3.032 -1.162 12.654
H -2.831 -2.862 12.232

49
Properties=species:S:1:pos:R:3 method="wB97M-V/def2-TZVPD" e_above_lowest_kcal_mol=39.6 smiles="C[C@H](O)C[C@@H](C#N)[C@H](C#N)CCCCN.O=S1(=O)CCCC1" total_energy_ha=-1375.90151 total_charge=0 spin_multiplicity=1 e_homo_ev=-9.57 max_force_ev_per_a=0.515
C -2.928 0.601 3.782
C -1.966 1.785 3.818
O -2.551 2.859 4.569
C -1.609 2.323 2.433
C -1.089 1.283 1.419
C -0.588 1.989 0.231
N -0.170 2.504 -0.709
C 0.015 0.340 1.945
C 1.100 1.076 2.594
N 1.944 1.642 3.133
C 0.536 -0.595 0.841
C -0.435 -1.756 0.559
C -0.861 -1.834 -0.904
C -2.139 -2.659 -1.089
N -3.345 -1.844 -0.875
H -3.405 0.534 4.759
H -2.445 -0.357 3.603
H -3.710 0.780 3.042
H -1.059 1.546 4.371
H -3.425 3.026 4.196
H -0.847 3.095 2.548
H -2.499 2.803 2.024
H -1.919 0.667 1.062
H -0.431 -0.296 2.710
H 1.498 -1.000 1.152
H 0.715 -0.016 -0.063
H 0.047 -2.693 0.840
H -1.342 -1.670 1.165
H -1.085 -0.832 -1.279
H -0.069 -2.233 -1.530
H -2.163 -3.105 -2.081
H -2.111 -3.491 -0.377
H -4.091 -2.121 -1.496
H -3.681 -1.935 0.073
O 2.459 -1.461 -5.003
S 2.461 -1.282 -3.574
O 1.888 -2.284 -2.709
C 4.125 -0.899 -3.039
C 4.203 0.622 -3.124
C 2.878 1.145 -2.548
C 1.750 0.325 -3.186
H 4.829 -1.421 -3.682
H 4.225 -1.248 -2.011
H 5.062 1.006 -2.576
H 4.304 0.930 -4.167
H 2.870 1.006 -1.465
H 2.742 2.207 -2.740
H 0.904 0.177 -2.518
H 1.407 0.759 -4.123

49
Properties=species:S:1:pos:R:3 method="wB97M-V/def2-TZVPD" e_above_lowest_kcal_mol=0.7 smiles="CCCCSc1nnc([C@@H](NC(=O)OC(C)(C)C)C(C)C)o1" total_energy_ha=-1375.96348 total_charge=0 spin_multiplicity=1 e_homo_ev=-8.81 max_force_ev_per_a=1.648
C 7.183 2.585 -0.073
C 5.828 1.961 -0.381
C 5.146 1.447 0.885
C 3.787 0.831 0.604
S 3.977 -0.700 -0.403
C 2.324 -1.159 -0.513
N 1.845 -2.197 -1.124
N 0.509 -2.162 -0.947
C 0.231 -1.117 -0.245
C -1.101 -0.659 0.226
N -2.025 -0.710 -0.883
C -3.194 -0.022 -0.950
O -3.997 -0.192 -1.834
O -3.291 0.855 0.063
C -4.436 1.737 0.161
C -4.518 2.641 -1.068
C -5.718 0.923 0.330
C -4.156 2.564 1.417
C -1.584 -1.509 1.432
C -1.903 -2.938 1.005
C -0.541 -1.487 2.546
O 1.351 -0.415 0.073
H 7.072 3.425 0.610
H 7.843 1.854 0.388
H 7.653 2.943 -0.985
H 5.187 2.703 -0.862
H 5.959 1.130 -1.077
H 5.004 2.275 1.584
H 5.785 0.706 1.368
H 3.286 0.544 1.528
H 3.152 1.514 0.039
H -1.008 0.384 0.551
H -1.912 -1.472 -1.536
H -3.583 3.183 -1.198
H -5.326 3.357 -0.943
H -4.705 2.046 -1.958
H -6.559 1.593 0.484
H -5.899 0.324 -0.558
H -5.631 0.262 1.190
H -4.968 3.264 1.589
H -4.062 1.911 2.281
H -3.228 3.118 1.301
H -2.500 -1.030 1.794
H -1.047 -3.388 0.507
H -2.747 -2.956 0.321
H -2.156 -3.537 1.876
H -0.939 -1.959 3.441
H -0.258 -0.466 2.794
H 0.351 -2.034 2.247

50
Properties=species:S:1:pos:R:3 method="wB97M-V/def2-TZVPD" e_above_lowest_kcal_mol=138.0 smiles="O=C(O)OCCCCn1cccc1.CN(C)C=O.CN(C)C=O" total_energy_ha=-1128.09362 total_charge=0 spin_multiplicity=1 e_homo_ev=-7.94 max_force_ev_per_a=6.158
O 2.757 0.891 -0.711
C 2.640 1.699 -1.651
O 3.037 1.250 -2.960
O 2.151 3.016 -1.554
C 1.313 3.193 -0.377
C 0.321 4.444 -0.447
C -0.346 4.699 -1.882
C -0.883 3.383 -2.614
N -1.811 2.548 -1.804
C -2.628 2.958 -0.681
C -3.336 1.664 -0.230
C -2.884 0.528 -1.188
C -1.895 1.154 -2.204
H 4.002 1.469 -2.990
H 2.022 3.386 0.517
H 0.736 2.237 -0.099
H -0.463 4.282 0.386
H 0.887 5.399 -0.135
H 0.413 5.221 -2.565
H -1.197 5.460 -1.720
H 0.017 2.764 -2.972
H -1.431 3.705 -3.582
H -2.650 4.018 -0.283
H -4.042 1.664 0.666
H -3.251 -0.548 -1.121
H -1.383 0.606 -3.059
C 2.773 -2.717 -0.837
N 1.421 -3.228 -0.736
C 1.214 -4.663 -0.697
C 0.338 -2.403 -0.677
O -0.822 -2.769 -0.592
H 3.228 -3.094 -1.757
H 3.350 -3.063 0.025
H 2.778 -1.625 -0.856
H 0.582 -4.957 -1.539
H 0.702 -4.926 0.233
H 2.167 -5.189 -0.752
H 0.606 -1.335 -0.715
C -0.763 -3.031 2.363
N -0.921 -2.455 3.684
C -0.576 -3.251 4.844
C -1.384 -1.186 3.869
O -1.539 -0.644 4.948
H -1.388 -3.925 2.289
H 0.286 -3.304 2.217
H -1.059 -2.324 1.590
H -1.457 -3.357 5.482
H 0.207 -2.739 5.411
H -0.223 -4.237 4.540
H -1.617 -0.668 2.924

51
Properties=species:S:1:pos:R:3 method="wB97M-V/def2-TZVPD" smiles="CC(C)[C@@H](C)COOC(=O)NS.O=C1CCCO1.O=C1CCCO1" total_energy_ha=-1567.26559 total_charge=0 spin_multiplicity=1 e_homo_ev=-9.14 max_force_ev_per_a=5.648
C 1.937 -1.138 0.600
C 2.460 -1.328 -0.834
C 2.618 0.102 -1.391
C 1.408 -2.027 -1.707
C 1.852 -2.130 -3.191
C 0.944 -3.388 -1.163
O -0.472 -3.479 -1.085
O -0.862 -2.945 0.156
C -1.543 -1.823 -0.053
O -1.468 -0.948 0.680
N -2.339 -1.816 -1.230
S -3.117 -0.248 -1.427
H 1.216 -0.323 0.569
H 2.740 -0.830 1.261
H 1.411 -2.004 0.984
H 3.419 -1.844 -0.849
H 3.200 0.739 -0.735
H 3.073 0.069 -2.377
H 1.623 0.513 -1.449
H 0.550 -1.353 -1.710
H 1.222 -1.516 -3.825
H 1.713 -3.141 -3.554
H 2.875 -1.794 -3.311
H 1.388 -3.624 -0.202
H 1.254 -4.181 -1.832
H -1.680 -1.877 -2.005
H -2.943 -0.073 -2.753
O 1.053 2.530 -0.125
C 1.048 3.188 -1.121
C 0.191 4.408 -1.395
C 0.316 4.566 -2.905
C 1.694 3.981 -3.172
O 1.872 2.950 -2.184
H 0.612 5.259 -0.857
H -0.835 4.235 -1.081
H 0.210 5.591 -3.255
H -0.445 3.962 -3.402
H 2.488 4.720 -3.047
H 1.774 3.542 -4.164
O -2.331 -2.128 6.984
C -2.407 -1.447 6.004
C -3.323 -0.255 5.793
C -3.266 -0.063 4.280
C -1.879 -0.588 3.944
O -1.627 -1.627 4.910
H -2.913 0.601 6.330
H -4.327 -0.474 6.144
H -3.426 0.964 3.956
H -4.023 -0.688 3.803
H -1.108 0.179 4.050
H -1.827 -1.002 2.942